(1)
{
  "formula": "C21H34AlF5N7O2",
  "method": "the ωB97M-V functional and the def2-TZVPD basis",
  "total_charge": -1,
  "molar_mass_g_mol": 538.5,
  "energy_ev": -57036.159,
  "symbols": ["C", "C", "O", "C", "Al", "C", "C", "O", "N", "C", "C", "C", "F", "F", "C", "F", "F", "F", "H", "H", "H", "H", "H", "H", "H", "H", "H", "H", "H", "H", "H", "H", "H", "H", "C", "C", "N", "H", "H", "H", "C", "C", "N", "H", "H", "H", "C", "C", "N", "H", "H", "H", "C", "C", "N", "H", "H", "H", "C", "C", "N", "H", "H", "H", "C", "C", "N", "H", "H", "H"],
  "positions_angstrom": [[-2.997, -1.033, -4.204], [-1.766, -1.876, -3.622], [-0.490, -1.235, -3.736], [-0.429, 0.021, -3.002], [-0.714, -0.144, -0.983], [0.824, -1.162, -0.096], [0.714, -2.757, -0.241], [1.781, -3.401, -0.212], [-0.621, -3.313, -0.349], [-0.641, -4.675, -0.928], [-1.411, -3.183, 0.905], [-0.789, 1.739, -0.078], [-1.300, 2.711, -1.002], [0.523, 2.092, 0.365], [-1.785, 1.767, 1.190], [-3.060, 2.125, 0.730], [-1.310, 2.642, 2.176], [-1.913, 0.508, 1.772], [-3.782, -0.974, -3.394], [-2.728, 0.001, -4.565], [-3.435, -1.587, -5.099], [-1.700, -2.829, -4.253], [-2.020, -2.216, -2.571], [0.627, 0.436, -3.167], [-1.143, 0.823, -3.386], [-2.117, -0.893, -0.773], [1.781, -0.876, -0.651], [0.997, -0.846, 0.985], [0.269, -5.310, -0.706], [-1.539, -5.275, -0.552], [-0.777, -4.615, -2.055], [-0.830, -2.710, 1.754], [-2.289, -2.479, 0.689], [-1.889, -4.156, 1.248], [2.183, 4.506, 0.948], [2.427, 5.539, 1.997], [2.633, 6.358, 2.827], [1.584, 4.929, 0.140], [3.131, 4.156, 0.540], [1.649, 3.660, 1.379], [-0.911, 6.502, 3.174], [-1.476, 7.846, 2.849], [-1.916, 8.895, 2.596], [-1.464, 5.729, 2.638], [0.140, 6.453, 2.882], [-0.989, 6.316, 4.246], [3.346, 2.765, 5.284], [2.910, 2.346, 3.920], [2.567, 2.021, 2.854], [3.865, 3.723, 5.229], [2.478, 2.866, 5.936], [4.022, 2.017, 5.702], [3.724, 5.937, -2.902], [2.861, 4.729, -2.739], [2.182, 3.777, -2.622], [4.367, 5.816, -3.775], [3.101, 6.821, -3.038], [4.346, 6.070, -2.016], [-2.801, -6.292, 4.390], [-3.285, -6.019, 3.005], [-3.662, -5.804, 1.923], [-1.816, -6.758, 4.352], [-2.732, -5.358, 4.948], [-3.494, -6.962, 4.899], [1.665, -6.584, -4.025], [0.198, -6.779, -3.829], [-0.960, -6.936, -3.680], [2.214, -7.390, -3.536], [1.899, -6.587, -5.090], [1.972, -5.630, -3.594]],
  "forces_ev_per_a": [[-0.129, -0.581, -0.073], [-0.591, -0.653, -0.798], [-1.102, 0.136, 0.161], [0.878, 1.296, 0.510], [0.222, -0.690, -0.342], [0.153, -0.624, -0.164], [1.811, 1.430, 1.277], [-2.618, 0.304, -0.839], [1.612, -1.225, 0.478], [-0.697, -1.089, -0.579], [-1.464, 1.124, 0.343], [-0.628, -0.674, -0.009], [1.141, -0.495, 1.567], [-1.897, 0.348, -0.458], [0.317, 0.016, -0.875], [2.163, -0.355, 1.542], [-1.436, -1.165, -1.141], [0.303, 2.290, -0.658], [0.734, 0.188, -0.999], [-0.146, -1.146, 0.589], [0.458, 0.709, 1.153], [0.158, 1.223, 0.809], [0.545, 0.640, -0.989], [-1.378, -0.582, -0.072], [0.762, -1.004, -0.051], [-0.258, 0.294, 0.225], [-1.056, -0.539, 0.826], [-0.234, -0.654, -1.137], [-0.757, 0.902, -0.124], [1.119, 1.024, -0.424], [0.319, -0.005, 1.326], [-0.478, -0.641, -0.975], [1.155, -0.843, 0.405], [1.045, 1.074, -0.566], [0.012, 0.703, 0.549], [0.678, 1.923, 1.935], [-0.696, -2.723, -2.691], [0.029, -0.006, 0.078], [-0.058, 0.009, 0.097], [0.082, 0.090, -0.059], [-0.307, 0.655, -0.258], [-0.411, 1.030, -0.242], [0.830, -1.974, 0.492], [-0.004, 0.085, 0.028], [-0.152, 0.130, 0.068], [-0.021, 0.073, -0.080], [-0.222, -0.222, -0.735], [-0.344, -0.303, -1.032], [0.724, 0.565, 2.103], [-0.075, -0.061, -0.063], [0.038, -0.017, -0.098], [-0.067, 0.024, -0.080], [-0.487, -0.665, 0.114], [-1.242, -1.755, 0.147], [1.878, 2.619, -0.288], [-0.072, -0.039, 0.065], [0.012, -0.096, 0.021], [-0.067, -0.037, -0.050], [-0.254, 0.160, -0.757], [-0.376, 0.198, -1.053], [0.649, -0.476, 2.063], [-0.078, 0.053, -0.056], [-0.014, -0.045, -0.097], [0.026, 0.054, -0.085], [-0.785, -0.033, 0.146], [-2.477, -0.355, 0.289], [3.504, 0.406, -0.484], [-0.096, 0.050, -0.008], [-0.084, 0.001, 0.070], [-0.098, -0.056, 0.010]]
}

(2)
{
  "formula": "C21H34AsAuBF6N6S3",
  "method": "the ωB97M-V functional and the def2-TZVPD basis",
  "multiplicity": 2,
  "total_charge": 2,
  "molar_mass_g_mol": 863.4,
  "energy_ev": -145277.731,
  "symbols": ["Au", "C", "C", "C", "C", "N", "C", "C", "N", "B", "N", "C", "C", "N", "C", "S", "C", "C", "C", "C", "N", "C", "C", "N", "C", "S", "C", "C", "C", "C", "C", "S", "H", "H", "H", "H", "H", "H", "H", "H", "H", "H", "H", "H", "H", "H", "H", "H", "H", "H", "H", "H", "H", "H", "H", "H", "H", "H", "H", "H", "H", "H", "H", "H", "H", "H", "F", "As", "F", "F", "F", "F", "F"],
  "positions_angstrom": [[-0.078, -0.003, 0.548], [4.565, 0.089, 0.314], [4.562, 1.525, -0.189], [5.807, 1.757, -1.040], [4.500, 2.484, 0.996], [3.355, 1.871, -1.081], [3.292, 3.089, -1.659], [2.112, 3.166, -2.358], [1.468, 1.991, -2.218], [0.057, 1.807, -2.881], [-1.093, 2.396, -2.026], [-2.229, 2.808, -2.679], [-3.089, 3.281, -1.754], [-2.491, 3.161, -0.520], [-1.272, 2.612, -0.707], [-0.060, 2.255, 0.505], [-3.292, 3.591, 0.712], [-3.695, 5.047, 0.485], [-2.519, 3.498, 2.018], [-4.510, 2.674, 0.777], [-0.218, 0.317, -3.314], [0.374, -0.126, -4.433], [-0.089, -1.401, -4.698], [-0.967, -1.735, -3.747], [-1.076, -0.671, -2.857], [-2.061, -0.553, -1.534], [-1.589, -3.150, -3.807], [-0.420, -4.129, -3.959], [-2.426, -3.505, -2.588], [-2.470, -3.152, -5.054], [2.221, 1.185, -1.422], [1.745, -0.359, -0.923], [5.494, -0.031, 0.872], [4.573, -0.644, -0.494], [3.747, -0.134, 0.991], [6.681, 1.520, -0.434], [5.913, 2.790, -1.370], [5.814, 1.104, -1.913], [5.337, 2.269, 1.658], [3.576, 2.350, 1.561], [4.577, 3.528, 0.690], [4.070, 3.825, -1.554], [1.718, 3.976, -2.948], [0.096, 2.437, -3.898], [-2.329, 2.742, -3.748], [-4.070, 3.701, -1.880], [-2.817, 5.684, 0.375], [-4.256, 5.389, 1.354], [-4.335, 5.179, -0.386], [-1.624, 4.118, 2.024], [-2.256, 2.479, 2.284], [-3.185, 3.877, 2.793], [-5.156, 2.778, -0.095], [-5.098, 2.933, 1.657], [-4.207, 1.629, 0.866], [1.069, 0.475, -4.995], [0.167, -2.063, -5.507], [0.407, -3.876, -3.302], [-0.065, -4.177, -4.989], [-0.759, -5.125, -3.682], [-1.887, -3.391, -1.653], [-2.662, -4.564, -2.689], [-3.360, -2.950, -2.548], [-1.908, -2.943, -5.965], [-3.284, -2.431, -4.964], [-2.907, -4.145, -5.158], [-0.096, -2.009, 0.711], [0.907, -3.758, 0.771], [-0.645, -4.391, 1.035], [0.589, -3.734, -0.922], [1.760, -5.206, 0.758], [2.262, -2.732, 0.453], [1.082, -3.425, 2.431]],
  "forces_ev_per_a": [[0.566, 0.243, -0.346], [-0.037, 0.017, -0.089], [-0.044, -0.025, -0.062], [0.035, 0.022, -0.039], [-0.035, 0.037, 0.006], [-0.163, -0.304, 0.227], [-0.229, 0.201, -0.159], [0.288, 0.173, 0.073], [-0.001, -0.345, -0.169], [0.019, -0.103, 0.191], [0.093, 0.204, -0.050], [-0.001, -0.029, 0.010], [0.000, -0.019, 0.024], [-0.044, -0.123, 0.081], [-0.137, -0.068, -0.045], [-0.069, 0.034, 0.161], [0.062, 0.029, -0.032], [-0.014, 0.045, -0.020], [0.049, 0.012, -0.051], [-0.018, -0.038, -0.020], [-0.078, 0.011, -0.070], [0.020, -0.056, -0.071], [0.117, 0.054, -0.002], [0.097, -0.097, 0.168], [0.094, -0.022, -0.200], [-0.306, -0.166, -0.013], [-0.124, 0.095, -0.040], [0.039, 0.053, -0.024], [0.077, 0.028, 0.002], [-0.103, -0.031, 0.027], [0.245, 0.650, -0.216], [-0.257, -0.042, 0.420], [-0.017, -0.033, -0.018], [-0.009, 0.001, -0.012], [-0.060, -0.006, 0.044], [0.007, 0.002, -0.016], [0.014, -0.024, 0.021], [0.008, -0.007, 0.008], [-0.005, 0.010, 0.007], [0.009, -0.009, 0.010], [0.006, -0.008, 0.005], [-0.019, -0.033, -0.030], [-0.003, -0.007, -0.006], [-0.002, -0.005, 0.034], [0.018, 0.011, -0.009], [0.033, -0.006, 0.002], [-0.002, 0.002, 0.011], [-0.002, 0.006, -0.009], [0.002, 0.007, 0.031], [0.025, 0.010, -0.018], [0.011, -0.073, 0.008], [0.040, -0.003, 0.002], [0.003, -0.006, 0.009], [-0.006, -0.001, -0.008], [-0.005, 0.002, 0.013], [-0.011, -0.003, -0.024], [0.027, 0.042, 0.015], [0.024, -0.010, 0.094], [0.030, -0.011, 0.028], [-0.020, -0.012, -0.066], [0.109, 0.008, 0.087], [-0.098, 0.045, -0.017], [0.011, 0.032, 0.027], [0.012, -0.001, 0.008], [-0.004, -0.015, -0.003], [-0.010, 0.011, -0.012], [-0.327, -0.365, 0.174], [0.101, 0.049, 0.305], [-0.089, -0.074, -0.038], [-0.031, 0.052, -0.252], [0.001, 0.005, -0.038], [0.106, -0.068, 0.014], [-0.019, 0.049, -0.053]]
}

(3)
{
  "formula": "C21H34BBrF6N5NdO2S",
  "method": "the ωB97M-V functional and the def2-TZVPD basis",
  "de_lowest_kcal_mol": 16.06,
  "multiplicity": 4,
  "total_charge": -2,
  "molar_mass_g_mol": 769.5,
  "energy_ev": -147021.418,
  "symbols": ["Nd", "N", "C", "C", "C", "N", "H", "H", "H", "H", "H", "H", "H", "H", "H", "H", "N", "C", "C", "C", "C", "N", "H", "H", "H", "H", "H", "H", "H", "H", "H", "H", "H", "H", "C", "C", "C", "C", "N", "C", "C", "H", "H", "H", "H", "H", "H", "H", "S", "F", "C", "F", "H", "Br", "C", "C", "C", "C", "C", "C", "C", "O", "O", "H", "H", "H", "H", "F", "B", "F", "F", "F"],
  "positions_angstrom": [[-0.064, 0.047, -0.313], [0.607, 2.111, 1.370], [1.106, 3.455, 1.146], [0.033, 4.334, 0.497], [-0.165, 4.047, -0.990], [-0.711, 2.719, -1.201], [-0.203, 2.171, 1.986], [1.323, 1.553, 1.869], [1.984, 3.397, 0.497], [1.421, 3.932, 2.094], [0.302, 5.387, 0.628], [-0.916, 4.159, 1.014], [0.797, 4.104, -1.503], [-0.812, 4.843, -1.408], [-0.779, 2.531, -2.197], [-1.647, 2.661, -0.808], [-2.495, -1.287, -1.165], [-2.813, -2.504, -1.896], [-1.708, -3.542, -1.677], [-0.617, -3.512, -2.756], [0.776, -3.332, -2.157], [0.923, -1.957, -1.707], [-2.552, -1.486, -0.149], [-3.181, -0.565, -1.383], [-2.902, -2.254, -2.959], [-3.776, -2.937, -1.567], [-2.140, -4.544, -1.620], [-1.262, -3.312, -0.704], [-0.790, -2.671, -3.430], [-0.644, -4.428, -3.355], [1.527, -3.596, -2.924], [0.915, -4.006, -1.303], [0.893, -1.351, -2.529], [1.832, -1.822, -1.264], [-5.519, 0.563, 3.705], [-4.347, 0.589, 2.754], [-4.449, 1.240, 1.490], [-3.307, 1.358, 0.737], [-2.085, 0.934, 1.049], [-1.964, 0.109, 2.236], [-3.162, 0.065, 3.114], [-6.438, 0.846, 3.196], [-5.358, 1.265, 4.527], [-5.644, -0.429, 4.138], [-5.386, 1.662, 1.152], [-3.380, 1.897, -0.214], [-1.087, 0.433, 2.832], [-3.024, -0.415, 4.074], [-1.398, -1.627, 1.722], [1.971, 0.502, -2.756], [1.986, 1.128, -1.456], [3.232, 0.623, -0.966], [2.255, 2.175, -1.725], [4.670, 0.078, 4.262], [5.113, -0.797, 2.638], [6.436, -1.175, 2.496], [6.845, -1.832, 1.348], [5.905, -2.142, 0.370], [4.589, -1.761, 0.533], [4.162, -1.061, 1.660], [2.746, -0.490, 1.688], [2.545, 0.446, 2.478], [1.925, -0.981, 0.884], [7.144, -0.938, 3.279], [7.885, -2.108, 1.225], [6.212, -2.658, -0.530], [3.855, -1.975, -0.227], [-2.792, 0.175, -3.869], [-1.443, 0.428, -3.993], [-0.868, -0.487, -4.841], [-1.257, 1.716, -4.447], [-0.834, 0.303, -2.699]],
  "forces_ev_per_a": [[-1.038, 0.370, 0.729], [0.217, -0.581, 0.498], [-0.160, 0.261, 0.020], [0.313, -0.208, -0.187], [-0.076, 0.341, 0.329], [-0.283, -0.347, -0.358], [-0.010, -0.157, -0.189], [-0.204, 0.188, -0.013], [0.024, 0.042, 0.011], [0.024, -0.093, -0.207], [-0.050, 0.010, -0.027], [-0.057, 0.100, 0.076], [0.023, 0.025, -0.017], [0.139, -0.182, -0.025], [-0.113, -0.061, 0.000], [0.089, 0.017, -0.043], [-0.216, 0.249, 0.376], [-0.145, -0.236, -0.004], [-0.077, 0.190, -0.131], [0.198, -0.019, 0.308], [-0.164, -0.373, -0.342], [0.328, 0.266, -0.073], [-0.054, 0.137, -0.363], [0.208, -0.087, 0.007], [-0.065, -0.095, 0.063], [0.101, 0.131, -0.103], [-0.013, -0.017, 0.065], [-0.043, -0.176, 0.026], [-0.003, -0.026, -0.130], [0.020, 0.053, -0.024], [-0.038, 0.074, 0.226], [-0.006, 0.072, -0.073], [0.230, -0.031, 0.023], [-0.118, 0.054, -0.094], [0.133, 0.028, -0.082], [0.395, -0.238, 0.472], [-0.394, 0.211, -0.390], [0.188, 0.213, -0.182], [-0.187, 0.058, -0.235], [0.766, -0.494, 0.155], [-0.153, 0.184, 0.169], [-0.136, -0.017, -0.027], [-0.071, 0.044, 0.011], [-0.063, -0.063, 0.040], [0.000, 0.022, -0.075], [-0.075, -0.068, -0.021], [-0.266, 0.060, -0.136], [-0.055, -0.091, 0.110], [0.154, -0.022, 0.375], [-0.119, 0.148, -0.228], [0.911, -0.176, -0.453], [0.120, 0.284, 0.138], [-0.226, -0.212, 0.183], [0.307, -0.007, 0.330], [-0.207, 0.067, 0.108], [0.250, -0.086, -0.088], [-0.172, -0.078, -0.022], [0.330, -0.015, 0.024], [-0.149, 0.029, 0.081], [0.042, 0.120, -0.058], [0.000, 0.323, 0.354], [0.062, -0.074, -0.123], [-0.396, -0.197, -0.640], [-0.010, -0.007, 0.015], [0.002, -0.010, -0.008], [-0.008, -0.039, -0.047], [-0.065, 0.057, -0.054], [-0.898, -0.181, 0.224], [-0.121, -0.079, 0.049], [0.513, -0.629, -0.459], [0.288, 0.895, -0.123], [0.329, 0.149, 0.257]]
}